(1)
DFT (ωB97M-V/def2-TZVPD) results for C28H62N8O11 as an isolated structure at a distorted geometry.

## Properties
Highest occupied orbital energy ... -6.34 eV
ΔE to the lowest compared entry with this formula, charge and spin ... 839.0 kcal/mol
LUMO ... -0.07 eV
Kohn-Sham gap ... 6.276 eV

ORCA input file:
```
! RIJCOSX wB97M-V def2-TZVPD def2/J DEFGRID3
* xyz 0 1
O -4.50017 1.70351 -0.83193
C -4.17663 0.98227 -1.75257
N -4.99637 0.61925 -2.71470
C -2.76866 0.43672 -1.86553
H -5.91791 1.03040 -2.67202
H -4.73207 -0.01959 -3.45100
H -2.24273 0.46718 -0.91129
H -2.19750 0.88084 -2.68078
H -2.71499 -0.59865 -2.20205
O 1.45051 -2.07066 4.67557
C 2.08504 -2.15389 3.67843
N 2.93529 -1.22451 3.34399
C 1.88731 -3.38835 2.78796
H 3.59844 -1.35173 2.59289
H 2.94222 -0.34882 3.84719
H 2.74206 -3.66934 2.17269
H 1.07902 -3.23599 2.07274
H 1.68579 -4.32845 3.30147
O 1.98328 -0.18290 -1.84244
C 2.90523 0.13973 -1.08228
N 2.98850 -0.52001 0.10820
C 3.95875 1.10732 -1.48159
H 2.31638 -1.19016 0.45352
H 3.67676 -0.33421 0.82365
H 4.96951 0.74591 -1.29225
H 3.69762 2.07611 -1.05572
H 3.84180 1.27004 -2.55301
O 1.46450 1.63636 4.66444
C 1.12244 1.51761 3.48306
N 0.47135 2.44201 2.85503
C 1.27027 0.18102 2.71115
H 0.44813 3.35577 3.28469
H -0.16517 2.31334 2.08148
H 2.32198 -0.01059 2.49837
H 0.74291 0.06665 1.76410
H 0.89041 -0.67429 3.26995
O -1.09855 1.87190 -3.69515
C -0.73284 0.91024 -4.40197
N -1.16521 0.81493 -5.61162
C 0.12134 -0.23784 -3.84583
H -1.08186 -0.03223 -6.15519
H -1.86722 1.51777 -5.79414
H 0.75801 -0.55881 -4.67029
H -0.39811 -1.04322 -3.32656
H 0.76279 0.24085 -3.10590
O -2.81301 -1.81161 3.50291
C -1.76313 -2.42094 3.16560
N -1.52667 -3.57456 3.67526
C -0.80846 -1.78517 2.21157
H -2.00337 -3.81034 4.53390
H -0.67861 -4.09491 3.50172
H -1.24855 -1.70304 1.21776
H -0.01086 -2.51448 2.06999
H -0.51161 -0.79515 2.55775
O -0.57539 0.99681 1.49506
C -1.68909 0.98605 1.95300
N -1.88673 0.27474 3.07615
C -2.77742 1.72520 1.16499
H -1.07660 -0.17900 3.47351
H -2.80955 0.21999 3.48297
H -3.69214 1.67673 1.75578
H -2.98458 1.42260 0.13853
H -2.63561 2.80588 1.15410
C 1.58554 2.14722 0.20759
C 0.02324 2.35150 0.29093
N -0.44930 3.39218 -0.62027
C -1.86376 3.69443 -0.30446
C -2.91244 2.85694 -1.14798
C -0.07301 3.14034 -2.03582
C -0.23872 4.43620 -2.78757
H 1.97333 1.93937 1.20484
H 2.20109 2.97544 -0.14348
H 1.68276 1.30186 -0.47360
H -0.57060 1.45249 0.12592
H -0.13677 2.67238 1.32027
H -2.10586 3.60611 0.75464
H -1.94841 4.75302 -0.55009
H -3.94896 3.13676 -0.95972
H -2.76438 2.89949 -2.22704
H -2.65160 1.83340 -0.87887
H -0.70051 2.38063 -2.50185
H 0.96747 2.81775 -2.07357
H 0.13581 5.30526 -2.24668
H -1.27749 4.72222 -2.95266
H 0.25521 4.41690 -3.75904
O 1.48617 -1.77443 1.37771
C 0.66704 -1.34050 0.57595
O -0.23647 -2.15560 -0.01983
C -1.02640 -1.57329 -1.08405
C -0.81535 -0.11783 -0.79272
C 0.47605 0.04258 -0.05467
H -2.06148 -1.91312 -1.04906
H -0.58274 -1.81892 -2.04889
H -1.55227 0.31981 -0.11928
H -0.75415 0.49375 -1.69290
H 0.39048 0.74729 0.77247
H 1.35520 0.23720 -0.66894
O 4.33369 -2.52575 -1.07490
C 3.41017 -3.32345 -0.72110
O 3.62041 -4.41270 -0.00557
C 2.41963 -5.08674 0.18715
C 1.22702 -4.19231 -0.16374
C 1.96216 -3.15481 -1.04758
H 2.41473 -5.09828 1.27708
H 2.44618 -6.06476 -0.29333
H 0.69319 -3.75589 0.68045
H 0.48527 -4.75732 -0.72826
H 1.58703 -2.13143 -1.05613
H 2.00182 -3.44774 -2.09674
*
```

(2)
DFT (ωB97M-V/def2-TZVPD) results for C28H63ClMgN2NaO20P2S as an isolated structure at a distorted geometry.

## Properties
Highest occupied orbital energy ... -8.90 eV
ΔE to the lowest compared entry with this formula, charge and spin ... 0.0 kcal/mol
LUMO ... -7.21 eV
Kohn-Sham gap ... 1.687 eV

ORCA input file:
```
! RIJCOSX wB97M-V def2-TZVPD def2/J DEFGRID3
* xyz 1 1
C -3.11482 -1.33782 -3.21734
C -1.80876 -2.07963 -3.52512
O -0.73063 -1.16884 -3.82910
P 0.37302 -1.78836 -4.83770
O 1.05303 -2.85899 -4.12892
C 1.64936 -0.51476 -5.17488
C 1.74820 0.47479 -3.98965
P 1.39514 2.35007 -4.40650
C 1.98380 2.89020 -2.57699
C 0.82625 2.74325 -1.60931
C 1.05724 3.46463 -0.26077
C 1.38455 4.97846 -0.35704
C 0.42477 5.86221 0.46698
C -1.07385 5.64346 0.11907
O -1.16174 5.33432 -1.25135
C -2.31107 4.66817 -1.57714
C -2.86980 4.93936 -2.96431
O -2.84814 3.89433 -0.87494
O -0.26212 -2.43918 -6.17439
C -0.65879 -1.52270 -7.21924
C -1.35279 -0.23173 -6.75660
H -3.93672 -1.94286 -3.61686
H -3.19647 -0.36154 -3.70126
H -3.31085 -1.27320 -2.14395
H -1.47604 -2.70023 -2.68866
H -2.02079 -2.79416 -4.32790
H 1.54447 -0.04710 -6.15604
H 2.60246 -1.04907 -5.20156
H 2.74816 0.39696 -3.54844
H 1.05386 0.17622 -3.19793
H 2.71281 2.57519 -4.95189
H 0.90031 2.10006 -5.76066
H 0.01891 2.13002 -3.94554
H 1.02488 3.75740 -4.59433
H 2.86011 2.27236 -2.30982
H 2.25705 3.94401 -2.66136
H -0.08962 3.15362 -2.04360
H 0.71671 1.67886 -1.38765
H 1.83930 2.95522 0.30682
H 0.13488 3.35707 0.32496
H 1.38959 5.36807 -1.37649
H 2.39163 5.12203 0.04758
H 0.59331 5.72051 1.54989
H 0.71762 6.90140 0.26306
H -1.43021 4.83978 0.77180
H -1.58020 6.59176 0.37681
H -2.55140 4.09241 -3.58515
H -2.42919 5.83252 -3.41132
H -3.95586 4.95022 -2.94706
H -1.39317 -2.06317 -7.82292
H 0.16065 -1.27932 -7.90634
H -2.09098 -0.43443 -5.97705
H -0.65634 0.53891 -6.40945
H -1.91074 0.18233 -7.60250
O 3.12765 0.67278 -0.98915
H 3.91443 0.34784 -0.52323
H 2.67424 -0.13471 -1.25901
N -3.35979 6.93881 2.42299
H -3.34320 7.86806 1.97993
H -2.40295 6.62646 2.60133
H -3.88228 6.99191 3.34396
H -3.82652 6.26755 1.79178
Mg -3.47274 6.56971 5.05161
C 4.86906 -2.43713 -0.58639
O 4.70228 -3.66645 -0.49215
O 5.27260 -2.03315 -1.84496
O 4.71925 -1.56102 0.27540
H 5.28425 -2.92207 -2.24143
C 5.56170 -7.41367 3.66661
C 4.44456 -7.22915 4.36417
C 3.34834 -6.36976 3.84836
O 2.33001 -6.20226 4.48707
C 3.54738 -5.72871 2.52909
C 4.66461 -5.91167 1.83145
C 5.75717 -6.76887 2.34448
O 6.77744 -6.94176 1.70596
H 6.37235 -8.03617 4.02463
H 4.28151 -7.69080 5.32994
H 2.73818 -5.10747 2.16770
H 4.82356 -5.44755 0.86970
C 5.31468 -7.91844 -1.72028
N 4.37175 -6.77976 -1.54634
O 4.46918 -5.84350 -2.31241
O 3.56521 -6.87108 -0.63971
H 5.96905 -7.70125 -2.55681
H 5.88226 -8.01511 -0.79744
H 4.72071 -8.80778 -1.91135
C -3.21169 1.44900 3.93250
S -3.93492 1.84302 5.53582
O -3.08200 2.90836 6.16561
C -3.48071 0.31511 6.33155
H -3.34061 2.31009 3.27288
H -2.14899 1.23357 4.05179
H -3.72455 0.58715 3.50635
H -2.40377 0.19428 6.29110
H -3.97902 -0.52112 5.83686
H -3.79848 0.36550 7.37160
O -2.15362 0.37896 9.84243
Cl -0.87482 0.31082 9.17043
O -0.13865 1.53312 9.39750
O -1.10985 0.15969 7.74336
O -0.12324 -0.81376 9.65454
C -2.21243 -1.94142 3.31195
O -2.43085 -0.55425 3.07855
C -2.17170 -0.16626 1.74329
C -3.45053 -0.03839 0.93779
O -4.09473 -1.29351 0.77547
C -5.17536 -1.47057 1.67967
H -2.68414 -2.19788 4.25894
H -2.64564 -2.56181 2.52511
H -1.14051 -2.14261 3.39201
H -1.47684 -0.86239 1.26310
H -1.68686 0.81723 1.78562
H -3.20159 0.32610 -0.06593
H -4.12937 0.68786 1.39854
H -6.04528 -0.89714 1.34115
H -4.91072 -1.16605 2.69416
H -5.43449 -2.52783 1.69018
Na -0.16093 6.99820 4.65065
*
```

(3)
DFT (ωB97M-V/def2-TZVPD) results for a 6-piece molecular cluster, C28H63O21P3 overall at a distorted geometry.

## Properties
Structure (SMILES) ... CCOP(=O)(OCC)OCC.CCOP(=O)(OCC)OCC.CCOP(=O)(OCC)OCC.C[C@H]1COC(=O)O1.COC(=O)OC.COC(=O)OC
Highest occupied orbital energy ... -10.04 eV
LUMO ... 0.27 eV
Kohn-Sham gap ... 10.311 eV

ORCA input file:
```
! RIJCOSX wB97M-V def2-TZVPD def2/J DEFGRID3
* xyz 0 1
C 23.80289 10.78724 -9.55703
C 24.85026 11.92364 -9.74278
O 24.22402 13.18664 -9.60046
P 23.39026 13.67466 -8.31079
O 23.71256 13.04320 -6.99780
O 21.84202 13.66037 -8.89948
C 21.31483 14.31020 -9.96153
C 20.93898 15.76933 -9.73105
O 23.83548 15.25853 -8.38340
C 25.17765 15.46675 -7.92852
C 25.24573 16.39830 -6.69045
H 23.27191 10.88368 -8.61001
H 23.08566 10.78580 -10.37781
H 24.23742 9.79207 -9.46260
H 25.49134 11.80368 -8.86943
H 25.39230 11.85489 -10.68594
H 22.03555 14.36048 -10.77770
H 20.39280 13.80168 -10.24326
H 20.49892 15.90746 -8.74345
H 21.80038 16.43358 -9.66141
H 20.13994 16.17109 -10.35413
H 25.73768 14.56058 -7.69763
H 25.71390 16.05296 -8.67478
H 26.29220 16.69909 -6.64025
H 24.72799 17.30377 -7.00696
H 24.78945 16.04732 -5.76486
C 25.67560 12.97768 -3.78949
C 24.83219 13.99523 -3.09626
O 23.98675 13.33611 -2.16089
P 23.97049 13.62903 -0.58479
O 22.87206 12.96980 0.13947
O 25.50487 13.21191 -0.16847
C 25.77815 11.80406 0.01703
C 25.37436 11.19503 1.43607
O 24.08361 15.29497 -0.53375
C 24.17713 16.06229 0.58917
C 25.04945 17.23920 0.12529
H 26.59490 12.83956 -3.22035
H 25.17070 12.02607 -3.95566
H 25.99511 13.29491 -4.78215
H 25.39308 14.78023 -2.58903
H 24.22337 14.29439 -3.94946
H 25.27259 11.21099 -0.74506
H 26.85685 11.65694 -0.03648
H 25.70629 10.15743 1.39970
H 26.03383 11.64090 2.18065
H 24.31115 11.40610 1.55066
H 23.15334 16.21280 0.93165
H 24.71927 15.57705 1.40080
H 24.47173 17.92773 -0.49138
H 25.33055 17.64368 1.09765
H 25.93850 16.83843 -0.36162
C 28.85720 5.09774 -4.12555
C 27.45021 4.81452 -4.74160
O 27.72789 4.79848 -6.10415
P 27.01240 3.72820 -7.13693
O 26.50946 2.54092 -6.47922
O 25.89382 4.65371 -7.88935
C 25.69872 4.41639 -9.24247
C 24.99305 5.53858 -9.89536
O 28.17577 3.46288 -8.29685
C 29.19534 2.47807 -8.20577
C 30.02606 2.74918 -6.96837
H 29.12363 5.97497 -4.71511
H 28.95191 5.13223 -3.04022
H 29.58850 4.42090 -4.56736
H 26.84634 3.93040 -4.53721
H 26.74530 5.60799 -4.49338
H 26.54757 4.25682 -9.90737
H 25.11195 3.49867 -9.28247
H 24.05116 5.90001 -9.48269
H 25.74003 6.33200 -9.92021
H 24.63271 5.27530 -10.88981
H 28.64230 1.53960 -8.16667
H 29.85876 2.48938 -9.07055
H 30.74916 1.93683 -6.89558
H 30.62373 3.66072 -6.96738
H 29.45731 2.59337 -6.05166
C 26.55946 9.06976 -7.35215
C 25.83710 8.80198 -6.06133
C 24.83299 9.84372 -5.60985
O 23.63754 9.28803 -5.83159
C 23.66609 8.02877 -6.30129
O 22.75233 7.17578 -6.44400
O 24.99739 7.71748 -6.43763
H 25.95411 9.26392 -8.23757
H 27.30698 8.30836 -7.57481
H 27.03784 10.04712 -7.28883
H 26.46777 8.47189 -5.23586
H 25.02377 10.76061 -6.16753
H 24.94041 10.08516 -4.55237
C 32.01588 10.80958 -9.33336
O 30.81103 9.96842 -9.51330
C 30.78080 8.71035 -9.01050
O 31.59049 8.14281 -8.23349
O 29.69044 8.16169 -9.48597
C 29.37712 6.82995 -9.03726
H 32.83196 10.17557 -8.98675
H 31.82385 11.62776 -8.63923
H 32.33297 11.39824 -10.19419
H 30.10414 6.18145 -9.52612
H 28.31868 6.60944 -9.17570
H 29.56935 6.80402 -7.96465
C 23.62928 0.37602 -3.54372
O 24.15868 1.67229 -3.39207
C 23.46260 2.63237 -3.77456
O 22.26757 2.72191 -4.07124
O 24.28793 3.79206 -3.84782
C 23.77071 4.99012 -4.24214
H 22.81183 0.15366 -2.85784
H 24.38591 -0.32024 -3.18201
H 23.34887 0.22764 -4.58653
H 23.19049 4.93622 -5.16331
H 24.55128 5.71938 -4.45890
H 23.26279 5.24198 -3.31118
*
```

(4)
DFT (ωB97M-V/def2-TZVPD) results for C28H64Br12FO18P4V as an isolated structure at a distorted geometry.

## Properties
Highest occupied orbital energy ... -9.25 eV
LUMO ... 0.12 eV
Kohn-Sham gap ... 9.373 eV

ORCA input file:
```
! RIJCOSX wB97M-V def2-TZVPD def2/J DEFGRID3
* xyz 0 1
O 0.25448 0.60396 -2.90325
V -0.36069 -0.00340 -1.62096
O -0.99418 -1.39449 -2.12150
F 1.03815 -0.60088 -0.59270
C -3.69767 2.91993 2.46930
C -2.75211 2.41109 1.34873
O -3.17614 2.89282 -0.00199
P -3.22125 1.92012 -1.23633
O -2.06661 1.02740 -1.47637
O -4.50048 1.03591 -1.02638
C -4.65014 -0.06812 -2.02459
C -6.05997 -0.48546 -1.91507
O -3.68723 2.86403 -2.38003
C -2.84392 3.75611 -3.19445
C -3.60957 4.80321 -3.94740
H -3.71496 4.01542 2.49858
H -4.76004 2.64121 2.32074
H -3.30719 2.56782 3.36703
H -1.68150 2.74766 1.49246
H -2.77069 1.33963 1.29979
H -4.34072 0.31821 -2.99436
H -3.97532 -0.82867 -1.63412
H -6.23325 -1.31719 -2.58502
H -6.26380 -0.92752 -0.92958
H -6.78633 0.31903 -2.10899
H -2.07213 4.25159 -2.54294
H -2.24845 3.10387 -3.82153
H -4.09059 4.28921 -4.79217
H -4.42316 5.09624 -3.23551
H -2.91221 5.62839 -4.14342
C 0.10036 6.79198 -0.18082
C -0.16214 5.25488 -0.03908
O 0.96564 4.58435 -0.47344
P 1.32798 3.08422 -0.27445
O 0.12565 2.23181 -0.40760
O 2.45599 2.92046 -1.32185
C 3.33798 1.78098 -1.30477
C 4.57960 2.23276 -2.00227
O 2.03148 2.99759 1.15423
C 3.37204 3.41214 1.54880
C 3.34035 4.02806 2.89164
H 0.24763 7.01123 -1.21767
H -0.78854 7.34980 0.08559
H 0.94212 7.11043 0.37707
H -0.43615 4.91583 0.95200
H -0.89367 4.92448 -0.75504
H 3.48875 1.35168 -0.29605
H 2.75825 1.05085 -1.88690
H 4.99588 3.00866 -1.39443
H 5.23786 1.36878 -2.16356
H 4.42328 2.74128 -2.94471
H 4.01403 2.46747 1.52632
H 3.84970 4.10253 0.75568
H 2.87238 3.36907 3.59582
H 4.35558 4.29569 3.22796
H 2.64983 4.93123 2.81467
C 0.53578 1.24105 3.73419
C 0.58220 0.28553 2.57931
O -0.29547 -0.80007 2.83899
P -1.33329 -1.23080 1.75559
O -1.34200 -0.49362 0.45327
O -1.22721 -2.76642 1.61675
C -1.45816 -3.57074 2.78686
C -1.39777 -5.03228 2.31377
O -2.71658 -1.09038 2.44620
C -3.79200 -1.47043 1.57482
C -4.97038 -0.62948 1.93134
H 0.78869 0.74614 4.65230
H 1.28150 2.01068 3.58338
H -0.48432 1.67241 3.85659
H 0.35366 0.69422 1.62494
H 1.59965 -0.20011 2.45904
H -0.81055 -3.26378 3.62450
H -2.50406 -3.40858 3.12787
H -1.40800 -5.75714 3.09657
H -2.28847 -5.22971 1.73001
H -0.53129 -5.16135 1.61075
H -3.58185 -1.33990 0.48354
H -4.10552 -2.52989 1.66381
H -4.83851 0.44662 1.93116
H -5.83219 -0.82418 1.30897
H -5.23713 -0.90894 2.98338
C 3.22588 -7.55267 3.89735
C 2.58670 -6.23390 4.12765
O 3.55533 -5.27330 3.57668
P 3.13804 -3.84509 2.97819
O 2.45550 -2.85366 3.78512
O 4.52197 -3.34537 2.49198
C 5.20047 -2.15404 3.01893
C 4.98639 -0.92635 2.12059
O 2.29097 -4.26321 1.69833
C 1.98717 -3.20567 0.68932
C 1.46123 -3.77450 -0.63132
H 4.23350 -7.59888 4.29117
H 2.62660 -8.35325 4.33010
H 3.26457 -7.72045 2.87457
H 1.62575 -6.14141 3.65300
H 2.44078 -5.77469 5.11551
H 4.72287 -2.01907 3.98831
H 6.20619 -2.43975 3.05099
H 3.90231 -0.80659 1.79306
H 5.28811 -0.05678 2.62408
H 5.55536 -1.10859 1.18331
H 1.41750 -2.45376 1.17731
H 2.98667 -2.70242 0.54184
H 2.24422 -4.32549 -1.16337
H 0.71093 -4.46022 -0.30852
H 1.04006 -2.93586 -1.18643
C 2.88352 -1.32924 -4.59289
Br 3.60305 -2.35120 -6.08848
Br 3.07071 0.54667 -4.93966
Br 3.46436 -1.89150 -2.84652
H 1.77113 -1.50565 -4.68646
C -1.64784 -4.54112 -2.04787
Br -0.70626 -4.25475 -3.73337
Br -1.25995 -6.30087 -1.50082
Br -3.52291 -4.17287 -2.36419
H -1.15423 -3.82099 -1.37061
C 1.06525 4.07082 -4.32709
Br 0.00351 5.73775 -4.30557
Br 2.85440 4.54918 -4.85833
Br 0.37515 2.81710 -5.55454
H 1.01577 3.70559 -3.30874
C -1.87786 -0.93013 -5.60807
Br -3.60150 -1.83386 -5.70709
Br -2.27817 0.83097 -6.16180
Br -0.49636 -1.62673 -6.72221
H -1.50779 -1.00844 -4.59645
*
```